Below is a 2-piece molecular cluster, C5H10Br2O3 overall in a non-equilibrium geometry, with properties calculated with wB97M-V/def2-TZVPD.

Structure (XYZ):
```
20
Properties=species:S:1:pos:R:3:forces:R:3
C -6.56836 -5.14989 2.44385 -1.6 -0.6 0.8
O -6.04928 -6.48528 2.64387 0.3 0.5 -0.9
C -6.44491 -7.10966 3.74475 1.4 0.0 -0.2
O -7.10944 -6.60595 4.58901 -1.0 -0.3 1.1
O -5.81659 -8.30471 3.76242 -0.3 -0.2 0.0
C -5.97830 -9.10512 4.95604 -0.8 1.1 0.6
H -6.34272 -4.88326 1.44462 0.4 0.1 -1.0
H -6.17356 -4.37352 3.11267 -0.1 -0.7 0.0
H -7.66783 -5.24539 2.54406 0.6 0.5 0.0
H -5.59234 -8.47138 5.82153 -0.4 -1.3 -0.9
H -5.50390 -10.08134 4.78615 0.3 0.7 0.1
H -7.05884 -9.29835 5.11684 0.6 0.2 0.0
Br -4.01076 -5.00610 4.39789 0.8 0.5 0.7
C -2.99357 -6.53848 3.73692 -2.9 -0.9 0.1
C -2.71091 -7.48349 4.89197 0.4 0.6 -1.6
Br -2.20730 -9.23921 4.23200 -0.1 -0.1 -0.1
H -2.19562 -6.16643 3.16765 1.2 0.2 -0.5
H -3.81401 -6.93646 3.11274 1.0 -0.2 -0.1
H -3.61813 -7.57273 5.45697 0.1 -0.1 0.7
H -1.81077 -7.13793 5.35080 0.1 0.1 1.1
```
Forces are in eV/Å.

The max |F| is 3.00 eV/A. The SMILES is COC(=O)OC.BrCCBr. Its LUMO energy is 0.639 eV. The frontier orbital gap is 10.84 eV.

***

Below is a 2-piece molecular cluster, C5H10BrCl2N5OP overall, with properties calculated with wB97M-V/def2-TZVPD.

Structure (XYZ):
```
25
Properties=species:S:1:pos:R:3:forces:R:3
N 0.28647 -2.88534 2.60108 -0.1 0.0 0.0
C 1.16403 -2.58575 1.74639 0.0 -0.1 0.0
C 0.69522 -1.89464 0.48470 0.1 0.0 -0.1
N 0.65104 -0.42707 0.66299 0.1 0.0 -0.3
C -0.52487 0.16855 0.86935 0.1 -0.3 0.2
N -0.73370 1.49880 0.90041 -0.8 0.0 -0.1
C -2.03050 1.63532 1.14947 0.5 0.1 0.0
N -2.64119 0.46416 1.27955 0.0 -0.2 0.0
N -1.68600 -0.49765 1.09897 0.0 0.5 -0.1
P 2.29281 0.29797 0.59087 0.0 0.1 -0.3
O 2.26735 1.07683 -0.80505 0.0 -0.3 0.0
Br 2.16467 1.89945 2.10515 -0.1 0.0 0.1
H 0.68130 -3.32875 3.42937 0.0 0.0 0.0
H 2.23640 -2.77879 1.85273 -0.1 0.0 0.0
H 1.33158 -2.12288 -0.37576 0.0 0.1 0.2
H -0.30060 -2.27270 0.25219 0.1 0.0 -0.1
H -2.55845 2.57703 1.24660 0.1 -0.2 0.0
H -3.60690 0.23718 1.46883 0.1 0.0 0.0
H -1.88461 -1.47993 1.20579 0.1 0.0 0.2
H 1.44062 1.33192 -1.24920 -0.1 0.2 0.2
C 0.10443 1.71634 -4.21366 0.0 0.0 0.0
Cl 1.31311 2.90751 -4.64250 0.0 0.0 0.0
Cl -0.39308 1.87388 -2.49735 -0.1 -0.1 0.0
H -0.78396 1.86551 -4.81472 0.0 0.0 0.0
H 0.51485 0.72304 -4.34623 0.0 0.0 0.0
```
Forces are in eV/Å.

The max |F| is 0.79 eV/A. Its LUMO energy is -3.161 eV. The frontier orbital gap is 9.55 eV. The net charge is +1.

***

Below is an isolated ion of composition C5H10BrN2 and charge +1 in a non-equilibrium geometry, with properties calculated with wB97M-V/def2-TZVPD.

Structure (XYZ):
```
18
Properties=species:S:1:pos:R:3:forces:R:3
C -2.09971 -2.15490 0.59876 -0.1 0.2 0.1
C -1.71324 -1.02026 0.05313 1.7 -0.2 -1.9
Br -2.48484 0.67012 0.44378 0.0 -0.4 0.0
C -0.53206 -1.00366 -1.11784 -2.1 0.2 2.1
N 0.14308 0.27211 -1.05215 0.1 0.2 -0.3
C 0.68151 0.76256 0.04793 0.2 -0.1 -0.1
C 0.98158 2.20790 0.15353 0.0 0.4 0.0
N 0.94611 -0.00587 1.08383 0.0 -0.1 -0.1
H -2.89158 -2.20350 1.32349 -0.2 0.1 0.2
H -1.64638 -3.09304 0.32438 0.2 -0.1 -0.1
H -1.01458 -1.11431 -2.08434 0.1 0.1 0.0
H 0.14034 -1.84024 -0.94013 0.0 0.0 0.0
H -0.07572 0.93382 -1.78643 0.1 0.0 0.2
H 0.93270 2.71413 -0.80568 0.0 -0.1 -0.1
H 1.95560 2.38594 0.60383 0.1 -0.1 0.0
H 0.23224 2.65935 0.80788 0.0 0.0 0.0
H 1.36520 0.39034 1.91078 0.0 0.0 0.0
H 0.73421 -0.99183 1.09184 -0.1 0.0 0.1
```
Forces are in eV/Å.

The max |F| is 2.97 eV/A. The SMILES is C=C(Br)C/[NH+]=C(/C)N. Its LUMO energy is -3.155 eV. The frontier orbital gap is 10.29 eV. The net charge is +1.

***

Below is a 2-piece molecular cluster, C5H10BrN2P overall, with properties calculated with wB97M-V/def2-TZVPD.

Structure (XYZ):
```
19
Properties=species:S:1:pos:R:3:forces:R:3
C 2.48361 0.99917 -0.01626 -0.4 0.0 0.0
C 2.54731 -0.35002 0.09431 0.5 0.2 0.0
C 0.89917 2.87511 -0.03646 -0.1 0.3 0.1
C 1.12977 -2.24354 0.34486 0.0 -0.1 0.1
C -4.13507 -1.55914 -0.34849 0.0 -0.1 0.0
N 1.22434 1.47585 0.02638 0.6 -0.1 -0.1
N 1.30251 -0.93489 0.23581 -0.1 -0.7 0.0
P 0.04726 0.23168 0.23911 -0.6 0.3 0.0
Br -4.69782 0.22123 0.15724 0.0 0.0 0.0
H 3.32221 1.66147 -0.13513 0.1 0.1 0.0
H 3.42500 -0.96677 0.07504 0.1 -0.1 0.0
H 0.70943 3.27882 0.96082 0.0 0.1 0.0
H 1.72627 3.42504 -0.48566 -0.1 0.0 0.0
H 0.00561 3.01765 -0.64531 0.0 0.1 0.0
H 0.13781 -2.62966 0.46476 -0.2 0.0 0.0
H 1.98198 -2.89252 0.37281 0.2 0.0 0.0
H -4.79593 -1.91974 -1.13251 0.1 0.1 0.1
H -4.20356 -2.19432 0.52836 0.0 0.0 0.0
H -3.10990 -1.49544 -0.69968 0.0 0.0 0.0
```
Forces are in eV/Å.

The max |F| is 0.72 eV/A. Its LUMO energy (alpha / beta) is 0.719 / 0.760 eV. The frontier orbital gap (alpha / beta) is 6.88 / 6.84 eV.

***

Below is C5H10CaO2 as an isolated structure in a non-equilibrium geometry, with properties calculated with wB97M-V/def2-TZVPD.

Structure (XYZ):
```
18
Properties=species:S:1:pos:R:3:forces:R:3
C -0.45316 2.46182 -0.46346 0.4 -0.8 -0.7
O -0.46265 1.93409 0.87898 -0.4 -0.5 2.2
C -1.17746 0.74977 1.07696 0.2 0.6 0.0
C -0.26768 -0.45093 1.23319 -0.3 -0.2 0.8
O 0.34501 -0.80022 -0.02453 0.2 -0.5 0.2
C 1.04563 -1.98366 -0.01372 -0.1 -0.3 0.1
C 1.23890 -2.69814 -1.11588 0.3 0.1 0.1
H -1.48468 2.57390 -0.85143 0.3 0.4 0.3
H 0.09021 3.41964 -0.39749 -0.5 -0.2 -0.1
H -1.90942 0.54400 0.27480 0.1 0.2 0.1
H -1.73114 0.85349 2.02289 0.0 -0.2 -0.2
H -0.86115 -1.31060 1.57409 0.2 0.1 -0.1
H 0.52774 -0.24037 1.96365 -0.2 0.0 -0.2
H 1.44758 -2.26029 0.96445 -0.4 -0.1 -0.2
H 1.03186 -2.29692 -2.10825 -0.4 -0.4 0.2
H 1.65139 -3.70200 -1.02920 0.3 0.5 -0.1
H 0.11338 2.37345 -2.49767 0.5 -0.2 -1.7
Ca 0.85566 0.83299 -1.48737 -0.1 1.7 -0.8
```
Forces are in eV/Å.

The max |F| is 2.26 eV/A. Its LUMO energy is -0.363 eV. The frontier orbital gap is 4.67 eV.

***

Below is C5H10CdO3 as an isolated structure in a non-equilibrium geometry, with properties calculated with wB97M-V/def2-TZVPD.

Structure (XYZ):
```
19
Properties=species:S:1:pos:R:3:forces:R:3
O 0.09196 1.00014 -1.15968 -0.3 1.0 -0.8
Cd 4.22013 0.50790 0.25282 2.0 0.0 0.9
O 2.20147 0.47420 -0.60613 -2.4 0.1 -0.4
C 1.00679 0.34227 -0.47021 0.0 -0.8 -1.0
O 0.39524 -0.58269 0.24735 0.6 -0.7 1.9
C -0.41183 2.25079 -0.67378 0.0 0.7 -0.6
C -1.30331 2.11990 0.53965 -0.2 0.1 0.5
H 0.44225 2.91041 -0.47728 -0.1 -0.1 -0.1
H -0.96860 2.66286 -1.52366 0.2 -0.2 0.2
H -0.74058 2.40197 1.43944 -0.3 -0.3 -0.1
H -2.16647 2.79459 0.45706 0.3 -0.2 0.0
H -1.68071 1.09482 0.64861 0.1 0.3 0.0
C 0.16316 -1.87468 -0.33218 -0.1 -0.1 -0.7
C -0.33927 -2.85462 0.70436 -0.1 0.1 0.2
H -0.59100 -1.68791 -1.10535 0.1 -0.4 -0.1
H 1.07947 -2.23206 -0.81795 0.0 0.1 0.2
H -1.38188 -2.63554 0.97254 0.3 -0.1 0.0
H 0.27663 -2.82114 1.61263 -0.1 0.0 -0.3
H -0.29345 -3.87118 0.29176 0.0 0.3 0.1
```
Forces are in eV/Å.

The max |F| is 2.40 eV/A. Its LUMO energy is 0.695 eV. The frontier orbital gap is 7.29 eV.

***

Below is an isolated ion of composition C5H10ClN2 and charge +1 in a non-equilibrium geometry, with properties calculated with wB97M-V/def2-TZVPD.

Structure (XYZ):
```
18
Properties=species:S:1:pos:R:3:forces:R:3
C -0.19084 -1.41422 -1.39907 1.3 1.3 0.8
C -0.69119 0.72069 0.05710 -0.5 -0.6 1.9
C -1.65919 0.32661 -1.03398 -0.2 2.9 -2.0
C 1.26590 0.10996 1.97393 -1.7 -2.1 -0.6
C 1.63836 0.45574 0.51120 0.0 -2.5 2.1
N 0.63318 0.63675 -0.38847 -2.2 -1.3 -3.0
N -1.33770 -0.94005 -1.63927 -0.2 -1.0 0.6
Cl 0.41565 -2.81203 -1.97533 0.3 -0.7 -0.3
H -0.83867 1.79002 0.12342 -0.3 0.8 0.5
H -0.79653 0.27256 1.12072 -0.6 0.5 -2.1
H -2.71642 0.41048 -0.74689 0.4 -0.2 -0.1
H -1.44313 1.07855 -1.90865 -0.8 -1.0 1.6
H 2.13702 0.06975 2.62548 -0.2 0.6 0.0
H 0.33200 0.67909 2.37153 2.3 -0.7 -0.3
H 0.97314 -0.98161 1.88127 -0.1 1.0 0.6
H 2.09161 1.37377 0.63016 1.9 2.3 -0.7
H 2.22437 -0.31978 -0.03319 0.7 0.8 0.9
H -2.03755 -1.45627 -2.16995 0.0 0.2 -0.1
```
Forces are in eV/Å.

The max |F| is 3.97 eV/A. Its LUMO energy (alpha / beta) is -6.122 / -5.232 eV. The frontier orbital gap (alpha / beta) is 7.42 / 8.66 eV. The net charge is +1.

***

Below is one molecule with the formula C5H10ClNO in a non-equilibrium geometry, with properties calculated with wB97M-V/def2-TZVPD.

Structure (XYZ):
```
18
Properties=species:S:1:pos:R:3:forces:R:3
N -1.27320 -2.33636 1.04408 -4.1 -0.3 0.9
C -0.06812 -1.85381 0.41987 -0.9 0.6 -0.7
C -0.43107 -0.55513 -0.35555 0.4 3.0 0.7
C -0.20119 0.73110 0.11619 1.3 -3.6 0.8
C 0.75947 1.07944 1.27319 -3.4 -1.0 1.5
Cl 2.27116 1.61246 0.66095 1.4 0.3 -0.3
C -1.22768 -0.67206 -1.71090 -1.1 -2.0 2.5
O -1.89302 0.46098 -2.18626 -2.0 1.5 0.7
H -1.89629 -1.55940 1.50295 1.7 -2.0 -1.4
H -1.90773 -2.96943 0.40976 1.7 2.0 1.7
H 0.75354 -1.87394 1.18431 -0.5 0.6 -1.0
H 0.07734 -2.64567 -0.29216 1.1 -0.2 -0.6
H -0.55660 1.57132 -0.38109 -0.7 1.2 -1.1
H 0.80613 0.17500 1.96469 0.5 1.3 -0.9
H 0.31841 1.92542 1.89435 0.6 -1.0 -0.8
H -1.87958 -1.62900 -1.63696 0.5 1.6 -0.1
H -0.50872 -0.93789 -2.44286 0.8 0.0 -0.9
H -2.74801 0.82118 -1.71451 2.8 -1.8 -0.8
```
Forces are in eV/Å.

The max |F| is 4.22 eV/A. The SMILES is NC/C(=C\CCl)CO. Its LUMO energy is 0.659 eV. The frontier orbital gap is 9.59 eV.

***

Below is one molecule with the formula C5H10ClNO2Si in a non-equilibrium geometry, with properties calculated with wB97M-V/def2-TZVPD.

Structure (XYZ):
```
20
Properties=species:S:1:pos:R:3:forces:R:3
C -0.94564 2.24544 -0.80732 -0.6 -2.6 1.4
Si -0.10859 1.74005 0.77569 2.3 -1.0 -0.9
C 1.84686 2.05555 0.84170 -2.1 1.3 -1.3
Cl -1.03395 2.56340 2.33928 -0.4 0.7 0.8
O -0.39991 0.09814 1.14830 -0.2 1.2 0.4
C -0.28957 -0.98758 0.44810 1.3 -0.7 -1.5
N 0.65920 -1.27516 -0.38569 -1.4 2.1 1.7
C 0.33513 -2.53129 -0.91957 0.5 -2.4 -1.1
C -0.96674 -3.02190 -0.19854 2.8 -0.8 3.9
O -1.28614 -1.87914 0.64003 0.3 0.4 0.2
H -0.42732 2.07549 -1.68265 1.6 -0.7 -1.8
H -1.90707 1.75100 -0.97441 -0.1 0.4 0.4
H -0.99549 3.26170 -0.75151 -0.8 3.0 0.2
H 2.30447 1.48862 0.05028 0.4 -1.4 0.5
H 2.27152 3.01051 0.51762 -1.1 0.8 -0.2
H 2.18030 2.09674 1.84722 0.6 -1.3 1.0
H 1.28906 -3.16874 -0.76408 -1.9 0.3 -0.6
H 0.05745 -2.44891 -1.98274 0.7 -0.1 0.0
H -1.85775 -3.16978 -0.70478 -1.2 -0.8 -1.6
H -0.72583 -3.90414 0.56306 -0.7 1.6 -1.8
```
Forces are in eV/Å.

The max |F| is 4.85 eV/A. The SMILES is C[Si](C)(Cl)OC1=NCCO1. Its LUMO energy is 0.745 eV. The frontier orbital gap is 9.77 eV.

***

Below is C5H10CrO5 as an isolated structure in a non-equilibrium geometry, with properties calculated with wB97M-V/def2-TZVPD.

Structure (XYZ):
```
21
Properties=species:S:1:pos:R:3:forces:R:3
C 0.89867 1.11257 1.46118 0.1 4.0 1.3
C 1.97967 0.65748 0.58030 0.1 -1.3 -1.6
O 1.79858 -0.76667 0.23387 -0.6 1.1 0.9
C 2.73882 -1.34212 -0.46233 -0.9 -0.1 0.3
O 3.77415 -0.71614 -0.85290 0.1 0.5 0.2
O 2.60616 -2.56730 -0.77510 0.2 0.5 0.1
O 0.80502 2.43981 1.66365 0.3 -4.7 -0.6
Cr 4.30159 -2.35360 -1.67524 0.8 -1.0 -0.8
H 0.30243 0.42817 2.06713 -0.2 0.0 -0.2
H 2.95609 0.74803 1.06983 -0.1 0.5 0.2
H 1.98152 1.22016 -0.36242 0.1 0.3 0.3
H 0.16101 2.64924 2.37983 0.0 0.0 -0.3
H -1.42453 0.84662 0.02439 -0.7 -0.2 -0.5
C -2.38585 0.80000 -0.57938 0.5 0.4 0.2
C -3.07051 -0.54025 -0.45944 -0.2 -0.5 0.1
O -2.25711 -1.53256 -1.08419 0.4 0.3 0.1
H -3.04635 1.59266 -0.20556 0.2 -0.2 0.0
H -2.14185 1.02749 -1.62588 0.0 -0.1 0.3
H -4.05507 -0.51597 -0.95201 0.2 0.2 0.2
H -3.22904 -0.79917 0.59960 -0.1 0.1 -0.2
H -2.69339 -2.38847 -1.04532 -0.1 0.0 0.0
```
Forces are in eV/Å.

The max |F| is 4.70 eV/A. Its LUMO energy is -9.997 eV. Its spin multiplicity is 5. The frontier orbital gap is 5.19 eV. The net charge is +2.

***

Below is a 2-piece molecular cluster, C5H10F2O overall in a non-equilibrium geometry, with properties calculated with wB97M-V/def2-TZVPD.

Structure (XYZ):
```
18
Properties=species:S:1:pos:R:3:forces:R:3
O 2.66866 -2.03039 0.88796 0.2 -2.5 -2.1
C 2.84750 -0.71568 0.89391 0.2 2.2 -0.2
C 3.45087 -0.00358 -0.05682 -0.6 -1.1 1.3
F 3.60093 1.26952 0.09543 0.3 2.0 -0.1
F 4.00925 -0.41549 -1.17659 0.0 -0.6 -0.3
H 2.91921 -2.41583 -0.02728 -0.6 0.9 2.3
H 2.43507 -0.12345 1.75223 0.5 -1.0 -0.9
C -0.78828 1.58200 0.52343 -0.4 1.3 -0.7
C -0.31797 0.81614 -0.69577 -2.0 -1.8 0.9
C -0.83842 -0.70052 -0.62225 1.4 0.6 1.1
H -0.58881 2.69513 0.55049 0.1 -1.3 -0.1
H -0.28096 1.06510 1.27625 0.5 -0.2 2.1
H -1.88335 1.45871 0.65798 0.7 0.0 -0.1
H -0.74337 1.28257 -1.54018 -0.2 0.3 -1.4
H 0.73865 0.60730 -0.83300 0.3 0.9 0.2
H -0.19843 -1.23966 0.15448 -0.8 0.5 -1.1
H -1.87649 -1.04879 -0.50713 0.1 1.0 0.2
H -0.53628 -0.97031 -1.59619 0.4 -1.4 -1.1
```
Forces are in eV/Å.

The max |F| is 3.25 eV/A. The SMILES is OC=C(F)F.CCC. Its LUMO energy is 0.625 eV. The frontier orbital gap is 9.51 eV.

***

Below is one molecule with the formula C5H10FN in a non-equilibrium geometry, with properties calculated with wB97M-V/def2-TZVPD.

Structure (XYZ):
```
17
Properties=species:S:1:pos:R:3:forces:R:3
C 0.62044 -0.69530 0.27910 -0.9 0.0 1.1
C -0.27791 0.53569 -0.03244 4.0 -1.7 1.1
C 0.04912 -2.11490 0.34445 1.0 0.4 0.4
C 0.14109 1.78958 0.59532 2.2 2.1 -0.4
C -1.40226 0.48151 -0.90906 -3.1 -1.1 -1.1
N 1.39098 -0.31289 -0.83565 -2.5 0.8 -1.4
F 2.50220 0.35964 -0.38799 0.9 0.6 0.5
H 1.23813 -0.51521 1.14490 -0.2 0.1 0.7
H -0.89071 -1.99658 0.83145 -0.9 -0.4 0.5
H 0.69086 -2.81758 0.91397 -0.3 0.7 -0.1
H -0.09704 -2.57825 -0.60082 -0.2 -0.1 -1.0
H -0.36677 2.29944 1.42276 -0.9 -0.6 -0.5
H 0.41384 2.54623 -0.17451 -1.0 0.0 0.1
H 1.14639 1.75055 0.99515 0.3 -0.9 0.4
H -1.96385 -0.50039 -0.62988 0.2 1.9 -0.7
H -1.11280 0.35801 -1.93913 0.4 -0.4 -0.5
H -2.08171 1.41044 -1.01761 1.1 -1.5 1.0
```
Forces are in eV/Å.

The max |F| is 4.44 eV/A. Its LUMO energy (alpha / beta) is 0.711 / 0.711 eV. The frontier orbital gap (alpha / beta) is 8.86 / 8.86 eV.

***

Below is C5H10FN as an isolated structure in a non-equilibrium geometry, with properties calculated with wB97M-V/def2-TZVPD.

Structure (XYZ):
```
17
Properties=species:S:1:pos:R:3:forces:R:3
C 0.16505 0.58781 1.17417 1.3 0.8 -3.3
C -0.43734 -0.54044 0.35906 2.1 -2.7 -2.3
C -1.38128 0.11071 -0.70054 -1.4 -0.6 0.5
C -0.30292 -0.12333 -1.81040 0.2 3.6 -0.4
C 0.53216 -0.93981 -0.89587 2.7 -1.5 1.4
H 2.15883 1.55511 1.86207 -2.9 -4.6 -0.3
H 1.28359 0.18083 3.15766 1.0 0.9 -5.3
H -0.68816 0.75312 1.74341 -1.0 1.6 2.1
H 0.20253 1.39644 0.23098 0.2 -1.6 3.0
H -1.80657 1.09317 -0.33144 1.0 -0.6 -0.9
H -2.27784 -0.40442 -0.99034 -0.4 -0.9 0.4
H 0.20149 0.95942 -1.83122 -0.8 -2.3 -1.1
H -0.53829 -0.59203 -2.81443 -0.1 1.1 1.2
H 1.68310 -0.57331 -0.94793 -2.6 -0.9 0.9
H 0.58830 -2.06248 -1.07457 -0.5 1.4 0.2
N 1.52436 0.38506 1.77586 0.4 3.3 5.0
F -0.90700 -1.78586 1.09354 0.8 3.0 -1.1
```
Forces are in eV/Å.

The max |F| is 6.03 eV/A. Its LUMO energy is 0.416 eV. The frontier orbital gap is 10.27 eV.